Density functional theory data (ωB97M-V/def2-TZVPD) for C19H27N3O in the gas phase.

For the highest occupied orbital energy, the calculation gives -7.572 eV. The calculation puts the HOMO-LUMO gap at 8.3 eV. Its SMILES is Cc1c(C)n(C)c2ccc(C(=O)NCCCN3CCCC3)cc12. For the energy relative to the best compared isomer or geometry (same formula, charge and spin), the calculation gives 36.3 kJ/mol. As for the total energy: -26660.090 eV.

The geometry in XYZ format:
```
50
C19H27N3O | the Open Molecules 2025 dataset | ωB97M-V/def2-TZVPD
C -4.234 -1.644 1.790
C -3.777 -0.607 0.821
C -4.450 0.500 0.382
C -5.812 0.987 0.729
N -3.665 1.206 -0.510
C -4.071 2.409 -1.177
C -2.475 0.555 -0.656
C -1.363 0.843 -1.441
C -0.282 -0.008 -1.379
C -0.290 -1.146 -0.555
C 0.869 -2.078 -0.462
O 0.748 -3.236 -0.099
N 2.061 -1.543 -0.825
C 3.309 -2.218 -0.569
C 4.076 -1.546 0.574
C 4.510 -0.118 0.233
N 3.372 0.760 -0.024
C 3.721 1.996 -0.707
C 4.183 2.985 0.380
C 3.444 2.508 1.640
C 2.707 1.228 1.185
C -1.404 -1.443 0.211
C -2.505 -0.595 0.173
H -5.320 -1.686 1.841
H -3.862 -2.621 1.489
H -3.852 -1.432 2.790
H -6.296 0.288 1.404
H -5.763 1.960 1.222
H -6.428 1.093 -0.164
H -4.382 3.167 -0.453
H -3.236 2.800 -1.753
H -4.905 2.217 -1.858
H -1.338 1.705 -2.093
H 0.574 0.194 -2.006
H 2.162 -0.535 -0.873
H 3.073 -3.253 -0.312
H 3.917 -2.206 -1.481
H 3.444 -1.547 1.464
H 4.970 -2.132 0.796
H 5.110 -0.151 -0.681
H 5.151 0.265 1.042
H 2.811 2.373 -1.185
H 4.472 1.825 -1.477
H 5.263 2.921 0.513
H 3.936 4.011 0.116
H 2.738 3.252 2.006
H 4.144 2.286 2.445
H 1.670 1.463 0.924
H 2.696 0.456 1.952
H -1.396 -2.331 0.825
```